CH4N2O2S | ωB97M-V with the def2-TZVPD basis set

* energy above the lowest of the compared OMol25 structures with the same formula, charge and spin: 320.1 kJ/mol
* strongest force on any atom: 4.6 eV/A
* LUMO level: 0.421 eV
* net charge: 0

Each line ends with the Mulliken charge.
Atoms and positions in Å:
C  0.017  -0.965  1.042  0.648
N  -0.499  -1.581  -0.021  -0.337
N  0.863  0.641  0.050  -0.331
O  0.204  -0.933  2.203  -0.375
O  1.799  1.216  1.007  -0.425
S  -0.366  1.658  -0.451  -0.136
H  -0.325  -1.268  -0.966  0.272
H  -0.778  -2.520  0.182  0.250
H  2.702  1.079  0.734  0.311
H  -1.254  2.012  0.622  0.123

Cartesian forces (eV/Å) of the 3 atoms listed first:
2.135 3.803 -1.543
0.177 -0.390 1.840
-0.121 -2.335 1.921